[1]
A single C6H11N molecule. Source: the OMol25 dataset; level of theory: ωB97M-V with the def2-TZVPD basis set.

CARTESIAN COORDINATES (ANGSTROEM)
1 C -2.49 1.28 2.34
2 N -2.05 0.80 1.03
3 C -0.77 0.64 0.61
4 C -0.36 -0.26 -0.34
5 C 1.09 -0.19 -0.67
6 C 1.58 -1.02 -1.63
7 C 3.05 -1.31 -1.71
8 H -3.28 1.99 2.21
9 H -2.60 0.42 2.99
10 H -1.67 1.77 2.90
11 H -2.74 0.18 0.64
12 H 0.10 1.06 1.11
13 H -1.04 -0.76 -1.07
14 H 1.72 0.60 -0.28
15 H 0.91 -1.63 -2.22
16 H 3.14 -2.41 -1.85
17 H 3.55 -1.07 -0.78
18 H 3.55 -0.81 -2.52

Results
Charge   0
HOMO   -6.945 eV
SMILES   C/C=C/C=C/NC

Löwdin population analysis, charges in e, atoms 1 to 6: number 1, C, carries -0.092; number 2, N, carries -0.091; number 3, C, carries -0.187; number 4, C, carries -0.123; number 5, C, carries -0.157; number 6, C, carries -0.193

---

[2]
A single C6H11N molecule. Source: the OMol25 dataset; level of theory: ωB97M-V with the def2-TZVPD basis set.

CARTESIAN COORDINATES (ANGSTROEM)
1 C -1.40 -0.87 0.63
2 C 2.06 -1.11 0.09
3 C -0.91 2.27 0.02
4 C 0.58 -1.37 -0.10
5 C -0.45 -0.17 -0.57
6 C -0.07 1.19 -0.55
7 N -0.19 -1.40 1.09
8 H -1.93 -0.25 1.36
9 H -2.12 -1.50 0.08
10 H 0.43 -2.18 -0.84
11 H -0.91 -0.53 -1.47
12 H 0.97 1.42 -0.74
13 H 2.55 -0.88 -0.86
14 H 2.54 -2.00 0.51
15 H 2.21 -0.29 0.79
16 H -0.69 2.41 1.09
17 H -0.71 3.23 -0.47
18 H -1.98 2.04 -0.06

Results
Charge   0
HOMO (alpha / beta)   -7.309 / -8.553 eV

Löwdin population analysis, charges in e, atoms 1 to 6: number 1, C, carries -0.161; number 2, C, carries -0.073; number 3, C, carries -0.112; number 4, C, carries -0.364; number 5, C, carries -0.213; number 6, C, carries -0.135

---

Energy above the lowest of the compared OMol25 structures with the same formula, charge and spin (kJ/mol)
194.66, 454.33